Record 1
# C75H172F15N10O21S5

A cluster of 15 separate species, C75H172F15N10O21S5 in total at a distorted geometry (wB97M-V/def2-TZVPD, OMol25).

```
298
Properties=species:S:1:pos:R:3
C 4.3495 -4.3603 -2.2624
C 5.3438 -5.1750 -3.0322
C 5.3861 -6.6572 -2.4353
O 4.2465 -7.3823 -2.6575
C 3.6016 -7.8683 -1.5122
N 4.8642 -5.2235 -4.4806
H 4.9760 -4.3599 -4.9924
H 5.3252 -5.9730 -4.9764
H 3.8643 -5.3649 -4.4942
H 4.2313 -3.3307 -2.6002
H 4.5887 -4.5011 -1.2084
H 3.3329 -4.7310 -2.3937
H 6.3190 -4.6886 -3.0104
H 5.6467 -6.4933 -1.3897
H 6.1842 -7.2765 -2.8446
H 3.1528 -7.1444 -0.8320
H 4.2709 -8.5300 -0.9624
H 2.7859 -8.5307 -1.8020
C 3.2901 0.2648 5.9708
C 3.1488 -0.8335 7.0130
C 4.3967 -0.8438 7.9153
O 4.4897 0.2583 8.8010
C 5.4894 0.1180 9.7280
N 1.8959 -0.4789 7.8561
H 2.1233 0.3080 8.4471
H 1.0290 -0.1717 7.4387
H 1.7387 -1.2365 8.5053
H 2.4007 0.2886 5.3411
H 4.1293 0.1836 5.2800
H 3.3484 1.3065 6.2861
H 2.9734 -1.8170 6.5772
H 5.3662 -0.8320 7.4172
H 4.3157 -1.7501 8.5154
H 5.4704 -0.7891 10.3319
H 5.5622 0.9473 10.4316
H 6.4911 0.0581 9.3025
C 2.1694 3.9129 4.2310
C 0.8810 4.7070 3.8088
C 0.4456 5.6109 5.0172
O -0.7504 6.3407 4.6565
C -1.7181 6.4493 5.7298
N 1.2467 5.6790 2.6860
H 1.9934 6.2519 3.0524
H 1.5801 5.2167 1.8522
H 0.5715 6.3033 2.2682
H 1.9789 3.0866 4.9159
H 2.9005 4.5769 4.6921
H 2.6530 3.4294 3.3822
H 0.0693 4.0396 3.5190
H 1.2449 6.2701 5.3557
H 0.2537 4.9794 5.8847
H -2.3385 5.5686 5.8961
H -2.4555 7.2457 5.6302
H -1.1852 6.6026 6.6682
C -7.7615 -5.4262 -1.4221
C -7.5613 -4.0995 -0.7278
C -6.1560 -3.9912 0.0941
O -5.0877 -4.2465 -0.8507
C -3.8158 -4.2111 -0.2467
N -7.6489 -2.9466 -1.7522
H -7.4848 -1.9993 -1.4425
H -7.0859 -3.1676 -2.5611
H -8.5226 -2.7823 -2.2316
H -7.6762 -6.1655 -0.6256
H -6.9858 -5.6849 -2.1428
H -8.7802 -5.5634 -1.7848
H -8.3752 -3.8681 -0.0407
H -6.2453 -4.6373 0.9674
H -5.9511 -2.9834 0.4555
H -3.6298 -5.0859 0.3764
H -3.7549 -3.3128 0.3677
H -2.9650 -4.1283 -0.9230
C -2.6494 -9.7723 -2.3828
N -2.2245 -8.2952 -2.3907
C -1.6683 -8.0395 -3.7514
C -3.4342 -7.3718 -2.1044
C -1.0351 -8.0499 -1.4513
C -1.4688 -8.2824 0.0261
O -2.1011 -7.1035 0.5249
H -1.9009 -10.5522 -2.2426
H -3.2034 -9.8229 -3.3201
H -3.3974 -9.7645 -1.5900
H -2.3268 -7.8252 -4.5931
H -1.0694 -8.8896 -4.0782
H -1.0219 -7.1620 -3.7376
H -3.9314 -7.6360 -1.1711
H -4.1553 -7.4146 -2.9207
H -2.9444 -6.4095 -1.9554
H -0.6467 -7.0328 -1.5027
H -0.1641 -8.6678 -1.6693
H -0.6058 -8.5742 0.6245
H -2.2107 -9.0716 0.1479
H -2.1222 -7.3458 1.4536
C 4.5539 1.6736 -4.2502
N 4.6700 0.4180 -5.0931
C 4.0547 0.6694 -6.5125
C 6.1505 0.0410 -5.1756
C 3.9022 -0.6794 -4.3543
C 2.3395 -0.4717 -4.3234
O 1.8375 -1.3079 -3.2637
H 5.0855 2.4595 -4.7866
H 4.8776 1.5493 -3.2168
H 3.4993 1.9491 -4.2618
H 2.9779 0.8363 -6.4861
H 4.4039 -0.2541 -6.9742
H 4.5412 1.5252 -6.9805
H 6.5817 0.7875 -5.8425
H 6.2798 -0.9467 -5.6182
H 6.6255 0.0614 -4.1947
H 4.3836 -0.5262 -3.3884
H 4.2659 -1.5953 -4.8201
H 1.9129 -0.7950 -5.2729
H 2.0822 0.5766 -4.1717
H 1.7473 -2.1838 -3.6460
C -4.5342 3.7682 1.4020
C -4.3682 4.4764 0.0612
C -3.1060 4.0320 -0.6992
C -3.0653 4.5398 -2.1297
N -1.7740 4.2986 -2.8752
C -0.7708 5.3343 -2.2960
C -0.9077 6.6239 -3.1360
C -1.6112 6.2688 -4.4231
C -1.8321 4.7892 -4.3828
C -1.2812 2.8526 -2.6849
C -2.1780 1.8323 -3.4862
C -1.8785 0.3234 -3.3216
H -5.4886 3.9684 1.8890
H -3.7057 4.0251 2.0622
H -4.5034 2.6976 1.1995
H -4.2500 5.5220 0.3458
H -5.2613 4.4012 -0.5592
H -3.1973 2.9462 -0.7282
H -2.2629 4.2950 -0.0603
H -3.4161 5.5718 -2.1347
H -3.8193 3.9999 -2.7025
H 0.1549 4.7599 -2.3330
H -0.8237 5.4491 -1.2134
H 0.0676 7.0498 -3.3716
H -1.4523 7.3612 -2.5462
H -1.2079 6.6468 -5.3625
H -2.5740 6.7600 -4.2821
H -1.0634 4.1059 -4.7438
H -2.8002 4.5235 -4.8073
H -1.1200 2.5518 -1.6497
H -0.3690 2.7119 -3.2647
H -1.8924 2.0602 -4.5131
H -3.2339 2.0555 -3.3334
H -2.1238 -0.3173 -4.1686
H -2.5488 -0.0755 -2.5603
H -0.8551 0.2040 -2.9660
C 6.0226 4.2667 2.6754
C 7.2750 4.2659 1.7875
C 6.9782 4.2192 0.2822
C 8.1742 4.4757 -0.6223
N 8.0057 4.3586 -2.1860
C 7.9071 2.8374 -2.5400
C 9.3013 2.2294 -2.5749
C 10.3106 3.4355 -2.6432
C 9.3941 4.6868 -2.8600
C 6.8153 5.1416 -2.7573
C 6.8651 6.7013 -2.6164
C 6.0062 7.3066 -3.6420
H 5.4288 5.1702 2.5374
H 6.2224 4.3671 3.7422
H 5.4005 3.3933 2.4798
H 7.9772 3.5106 2.1404
H 7.7933 5.2145 1.9275
H 6.1512 4.8718 0.0025
H 6.5525 3.2406 0.0603
H 9.0000 3.7932 -0.4214
H 8.6062 5.4620 -0.4528
H 7.4096 2.9208 -3.5062
H 7.1270 2.3822 -1.9298
H 9.4218 1.6034 -3.4590
H 9.5934 1.6254 -1.7158
H 10.9570 3.5195 -3.5169
H 10.8411 3.5878 -1.7033
H 9.1383 4.7478 -3.9178
H 9.8111 5.5880 -2.4104
H 5.8490 4.7732 -2.4129
H 6.8567 4.9159 -3.8229
H 7.8115 7.1006 -2.9812
H 6.7275 7.0813 -1.6042
H 4.9488 7.0910 -3.4886
H 6.1966 6.9867 -4.6665
H 6.2040 8.3774 -3.6888
C -14.7073 -0.6768 -0.7118
C -13.3592 0.1042 -0.6284
C -12.3662 -0.4178 0.4056
C -11.1472 0.5330 0.6092
N -10.1647 0.2243 1.7871
C -9.1292 1.4281 1.9702
C -7.8560 0.8879 2.5150
C -7.9178 -0.7197 2.2828
C -9.2500 -1.0257 1.5671
C -10.9370 0.1389 3.1459
C -11.9042 1.2863 3.5398
C -11.5425 1.8449 4.8990
H -15.3532 -0.1864 -1.4402
H -15.1966 -0.4423 0.2335
H -14.5111 -1.7286 -0.9199
H -13.5989 1.1553 -0.4671
H -12.8639 0.1578 -1.5979
H -12.0904 -1.4602 0.2467
H -12.9315 -0.4214 1.3376
H -11.5244 1.5420 0.7761
H -10.5823 0.4573 -0.3199
H -9.5523 2.3345 2.4031
H -8.8513 1.6759 0.9458
H -7.6882 1.1974 3.5466
H -6.9831 1.2573 1.9767
H -7.9116 -1.2209 3.2507
H -7.0135 -1.0168 1.7517
H -9.7083 -1.9014 2.0267
H -9.1389 -1.1293 0.4878
H -10.0939 0.0894 3.8350
H -11.4690 -0.8121 3.1210
H -12.9307 0.9207 3.5649
H -11.9900 2.0620 2.7789
H -11.5914 1.1210 5.7124
H -12.2684 2.6125 5.1675
H -10.5416 2.2721 4.8377
C -3.4901 -0.0657 1.3064
C -2.3061 0.5672 0.5429
C -0.9841 -0.1885 0.8502
C 0.3242 0.2092 0.0056
N 1.6657 -0.3894 0.5682
C 2.0969 0.4721 1.7960
C 3.6513 0.6287 1.7884
C 4.1288 0.0118 0.5040
C 2.8625 -0.1011 -0.3796
C 1.5307 -1.9116 0.9465
C 1.1342 -2.7899 -0.2422
C 0.8637 -4.1974 0.2517
H -3.2853 -0.1801 2.3709
H -3.6055 -1.1210 1.0592
H -4.4762 0.3984 1.2926
H -2.1207 1.6003 0.8367
H -2.4161 0.5793 -0.5415
H -1.1122 -1.2575 0.6799
H -0.6703 0.0040 1.8761
H 0.4354 1.2851 -0.1292
H 0.1984 -0.1732 -1.0074
H 1.6430 0.0119 2.6737
H 1.7156 1.4919 1.7433
H 4.1904 0.1371 2.5982
H 3.8449 1.7013 1.7891
H 4.6901 -0.9127 0.6393
H 4.8786 0.6733 0.0700
H 3.0118 -0.7660 -1.2303
H 2.7215 0.8970 -0.7943
H 0.8425 -2.0586 1.7789
H 2.4937 -2.2542 1.3253
H 1.9450 -2.8888 -0.9640
H 0.3463 -2.3523 -0.8552
H 0.1220 -4.2498 1.0488
H 1.7031 -4.7119 0.7192
H 0.5842 -4.7959 -0.6154
C -2.3993 0.2823 5.7258
F -2.7147 0.2278 7.0150
F -2.0955 -0.9526 5.2334
F -3.4596 0.7164 5.0911
S -0.8765 1.4111 5.4940
O -1.2860 2.7783 5.4771
O 0.0364 1.1149 6.6595
O -0.2654 1.0567 4.1919
C 8.7948 -1.5428 -0.9516
F 8.7651 -1.0094 0.3128
F 9.5237 -0.7477 -1.7639
F 9.4222 -2.7277 -0.8415
S 6.9311 -1.7667 -1.5650
O 6.2502 -2.5920 -0.5559
O 6.4607 -0.3849 -1.5372
O 6.8354 -2.4280 -2.8946
C 1.0373 -3.2510 4.6287
F 0.1500 -2.6445 3.7495
F 1.0093 -2.5517 5.8168
F 0.6582 -4.5030 4.8500
S 2.8932 -3.2432 3.9714
O 3.1054 -1.8918 3.5372
O 3.6791 -3.6288 5.1572
O 2.9911 -4.2326 2.8732
C -0.3633 -4.5835 -5.2266
F -0.0922 -4.1725 -6.4798
F -1.1247 -3.7416 -4.5139
F -1.0007 -5.7169 -5.4289
S 1.2998 -4.9809 -4.3329
O 2.0140 -5.9389 -5.1879
O 1.9015 -3.6681 -4.2608
O 0.9148 -5.5530 -3.0108
C 2.7227 5.6413 -1.1423
F 1.5836 6.2120 -0.7519
F 2.8216 5.7534 -2.4335
F 3.7348 6.3962 -0.5685
S 2.7573 3.6971 -0.6383
O 4.0646 3.1111 -1.0056
O 2.4948 3.7918 0.7898
O 1.6351 3.0906 -1.4493
```

Output
Charge: +5
Highest occupied orbital energy in eV: -15.26

***

Record 2
# C75H70BIN2O11

A cluster of 4 separate species, C75H70BIN2O11 in total at a distorted geometry (wB97M-V/def2-TZVPD, OMol25).

```
160
Properties=species:S:1:pos:R:3
C 3.8476 4.7057 0.5112
C 4.4394 3.3272 1.0033
C 5.1922 2.5084 -0.1535
C 4.0611 2.0402 -1.1584
C 4.5809 1.1174 -2.3319
C 3.8084 -0.2436 -2.5203
C 2.2384 -0.1357 -2.4537
C 1.5396 -1.4694 -1.9877
C 0.7156 -2.2651 -2.9182
O 0.4836 -1.8635 -4.2417
C -0.3266 -0.6661 -4.2964
C -1.8193 -0.8955 -4.7077
N -2.6306 -0.9598 -3.4568
C -3.1738 0.3947 -3.2240
C -3.7230 0.6334 -1.7756
C -4.3121 2.1204 -1.7275
O -4.8445 -0.2381 -1.5060
C 0.0618 -3.5329 -2.5250
B -0.7976 -4.3479 -3.6333
O -2.0147 -3.8666 -4.1793
C -0.3271 -5.8148 -4.1558
C 1.1458 -6.2054 -3.7352
C 0.1922 -4.0516 -1.1470
C -0.4994 -5.3511 -0.6511
N -1.4793 -4.9649 0.4078
C 1.0001 -3.2503 -0.1985
C 1.6583 -1.9851 -0.6090
C 2.4433 -1.2441 0.4936
O 3.4800 -0.6393 0.3572
C 1.8347 -1.3456 1.9387
I 2.0751 0.3823 3.1770
C 1.2244 -2.5017 2.3298
C 0.6378 -2.5333 3.7822
C -0.1530 -3.8288 4.1843
C -1.6009 -3.9101 3.5646
C -2.3766 -2.7521 3.1462
C -3.7404 -2.8799 2.5998
C -4.3102 -4.2331 2.5084
C -3.5282 -5.3961 2.9049
C -2.1806 -5.2452 3.4250
C 1.1633 -3.7010 1.3043
O 1.2771 -4.8438 1.6589
H 3.7958 4.8141 -0.6011
H 2.7907 4.8328 0.8856
H 4.4569 5.5666 0.9090
H 5.0599 3.3905 1.9319
H 3.5500 2.6810 1.2731
H 5.6633 1.6329 0.3743
H 5.9331 3.2121 -0.6086
H 3.2485 1.6005 -0.5317
H 3.6225 2.9649 -1.6363
H 5.6689 0.8854 -2.1421
H 4.5776 1.7373 -3.2759
H 4.0524 -0.5998 -3.5665
H 4.2395 -1.0332 -1.8480
H 1.8494 0.6602 -1.7685
H 1.8992 0.1611 -3.4865
H -0.2433 -0.0552 -3.3528
H 0.1353 -0.0133 -5.0999
H -2.1575 0.0382 -5.2547
H -1.9883 -1.7462 -5.4072
H -3.3737 -1.6544 -3.5251
H -2.4175 1.2049 -3.4243
H -4.0386 0.5531 -3.9353
H -2.9435 0.5653 -0.9732
H -3.5814 2.8529 -1.2811
H -5.2939 2.1703 -1.1945
H -4.5005 2.4990 -2.7768
H -5.4104 -0.1666 -2.2986
H -1.9045 -3.8453 -5.1493
H -1.0135 -6.5345 -3.6077
H -0.5501 -5.9648 -5.2463
H 1.8907 -5.7938 -4.4677
H 1.2166 -7.3316 -3.8144
H 1.3906 -5.9662 -2.6709
H -0.9797 -5.9605 -1.4582
H 0.3076 -6.0051 -0.2063
H -1.5789 -3.9512 0.3143
H -2.3706 -5.4396 0.2794
H -0.0604 -1.6521 3.8690
H 1.4626 -2.3227 4.5209
H 0.4183 -4.7821 4.0453
H -0.3312 -3.7510 5.2997
H -1.9739 -1.7128 3.2330
H -4.3212 -1.9840 2.2666
H -5.3471 -4.3660 2.1323
H -3.9831 -6.4143 2.8026
H -1.5904 -6.1439 3.7172
C -0.0008 5.3718 3.5813
C 1.3446 5.5600 3.2760
C 1.8652 6.8427 3.1889
C 1.0397 7.9441 3.3950
C -0.3144 7.7559 3.6772
C -0.8290 6.4665 3.7808
C -1.2180 8.9209 3.8510
O -2.3968 8.7578 4.1005
C -0.6586 10.2881 3.7061
C -1.5029 11.3902 3.8093
C -0.9878 12.6726 3.6885
C 0.3749 12.8604 3.4732
C 1.2192 11.7654 3.3642
C 0.7041 10.4764 3.4706
C 1.6111 9.3117 3.3170
O 2.8007 9.4746 3.1249
H -0.4041 4.3685 3.6580
H 1.9881 4.7037 3.1080
H 2.9140 6.9841 2.9561
H -1.8766 6.3156 4.0128
H -2.5636 11.2498 3.9800
H -1.6478 13.5290 3.7641
H 0.7772 13.8630 3.3862
H 2.2783 11.9160 3.1919
C -7.2689 2.0476 -10.1106
C -7.0976 2.3629 -8.7654
C -6.7245 1.3783 -7.8625
C -6.5323 0.0706 -8.2990
C -6.7276 -0.2501 -9.6435
C -7.0852 0.7445 -10.5492
C -6.5744 -1.6495 -10.1154
O -6.7404 -1.9290 -11.2866
C -6.2232 -2.7024 -9.1298
C -6.1313 -4.0283 -9.5440
C -5.7906 -5.0181 -8.6333
C -5.5309 -4.6866 -7.3060
C -5.6266 -3.3676 -6.8872
C -5.9822 -2.3733 -7.7952
C -6.1159 -0.9713 -7.3285
O -5.8926 -0.6828 -6.1677
H -7.5516 2.8198 -10.8166
H -7.2537 3.3790 -8.4222
H -6.5873 1.6293 -6.8174
H -7.2248 0.5027 -11.5960
H -6.3291 -4.2915 -10.5763
H -5.7247 -6.0503 -8.9571
H -5.2579 -5.4597 -6.5969
H -5.4284 -3.1150 -5.8521
C 4.1301 -1.6142 4.6578
C 4.9771 -0.5137 4.7756
C 5.8154 -0.3952 5.8738
C 5.8038 -1.3701 6.8680
C 4.9392 -2.4597 6.7627
C 4.1118 -2.5843 5.6495
C 4.8792 -3.4821 7.8371
O 4.1283 -4.4342 7.7441
C 5.7456 -3.3172 9.0310
C 5.6608 -4.2356 10.0737
C 6.4756 -4.0977 11.1880
C 7.3857 -3.0466 11.2616
C 7.4699 -2.1258 10.2277
C 6.6440 -2.2527 9.1142
C 6.7178 -1.2417 8.0300
O 7.5096 -0.3209 8.0952
H 3.4807 -1.7118 3.7943
H 4.9832 0.2504 4.0075
H 6.4757 0.4598 5.9578
H 3.4486 -3.4369 5.5577
H 4.9565 -5.0573 10.0200
H 6.4042 -4.8111 12.0009
H 8.0268 -2.9439 12.1295
H 8.1762 -1.3066 10.2913
```

Output
Energy relative to the best compared isomer or geometry (same formula, charge and spin) in eV: 4.709
Charge: 0
Structure (SMILES): CCCCCCCc1c(OCCNC[C@@H](C)O)c(B(O)CC)c(CN)c2c1C(=O)C(I)=C(CCc1ccccc1)C2=O.O=C1c2ccccc2C(=O)c2ccccc21.O=C1c2ccccc2C(=O)c2ccccc21.O=C1c2ccccc2C(=O)c2ccccc21
Highest occupied orbital energy in eV: -8.50

***

| no. | lowest unoccupied orbital energy (eV) |
| --- | --- |
| 1 | -9.53 |
| 2 | -1.27 |